(1)
Entry from OMol25: one molecule with the formula C16H13F5N2O2 (wB97M-V/def2-TZVPD).

Element x y z (Å)
C1 1.8029 3.2056 -2.1596
C2 1.5142 2.9944 -0.7057
C3 2.2668 3.6565 0.2588
C4 1.9977 3.4832 1.6036
C5 0.9818 2.6309 1.9930
O1 0.6850 2.4391 3.3651
C6 1.4600 1.5527 3.9946
F1 2.7682 1.9125 4.0161
F2 1.4543 0.3357 3.3861
C7 0.2153 1.9404 1.0487
N1 -0.8226 1.1270 1.4923
C8 -1.3095 -0.0619 0.9895
O2 -2.3443 -0.5253 1.4046
N2 -0.4989 -0.6368 0.0404
C9 -0.7244 -1.8032 -0.6791
C10 0.3212 -2.3059 -1.4552
C11 0.1508 -3.4493 -2.2100
C12 -1.0637 -4.1135 -2.2110
C13 -2.1042 -3.6065 -1.4445
C14 -3.4186 -4.3344 -1.4171
F3 -3.4548 -5.2775 -0.4545
F4 -4.4651 -3.5286 -1.1936
F5 -3.6774 -4.9772 -2.5699
C15 -1.9506 -2.4632 -0.6760
C16 0.4905 2.1503 -0.3021
H1 1.1277 2.6262 -2.7832
H2 1.6952 4.2584 -2.4149
H3 2.8272 2.9142 -2.3871
H4 3.0637 4.3170 -0.0451
H5 2.5759 3.9962 2.3559
H6 1.1155 1.4293 5.0320
H7 -1.2538 1.4054 2.3641
H8 0.4295 -0.2469 -0.0521
H9 1.2730 -1.7936 -1.4599
H10 0.9696 -3.8280 -2.8018
H11 -1.2060 -5.0062 -2.7989
H12 -2.7641 -2.0875 -0.0775
H13 -0.1281 1.6706 -1.0460

* spin multiplicity: 1
* total charge: 0
* HOMO level: -8.70 eV
* gap between HOMO and LUMO: 0.339 hartree

=====

(2)
Entry from OMol25: C16H13HfN2O6 as an isolated structure (wB97M-V/def2-TZVPD).

Element x y z (Å)
O1 -0.4226 1.5402 -3.1587
C1 -0.8458 2.5255 -3.5735
Hf1 -0.4335 -0.7809 0.1574
O2 -0.3111 2.6578 -0.4265
C2 -0.1010 1.5652 0.0341
C3 0.2954 -3.7581 -1.2200
O3 -0.2227 -2.6433 -0.9086
C4 1.1209 0.7234 -0.5878
O4 2.3235 0.8801 -0.6608
C5 -2.3152 0.2421 -0.2349
O5 -3.2657 0.8244 -0.5258
H1 0.4153 -0.1110 -1.0381
C6 1.1472 -1.1541 6.6761
N1 1.3448 -0.9487 5.2661
N2 0.4436 -1.3583 4.3496
C7 0.9362 -1.0670 3.1250
O6 0.1881 -1.1638 2.0769
C8 2.2359 -0.5355 3.2886
C9 2.4284 -0.4415 4.6421
C10 3.5669 0.1136 5.3807
C11 -0.8981 -1.7624 4.6602
C12 -1.6516 -0.9450 5.4921
C13 -2.9556 -1.3157 5.8190
C14 -3.4806 -2.4948 5.2716
C15 -2.7178 -3.3007 4.4085
C16 -1.4116 -2.9253 4.0896
H2 0.3488 -0.5196 7.0849
H3 2.0941 -0.9171 7.1791
H4 0.8856 -2.1982 6.8891
H5 2.8544 -0.2184 2.4720
H6 3.2555 0.8869 6.0983
H7 4.0777 -0.6553 5.9776
H8 4.2842 0.5480 4.6665
H9 -1.2077 -0.0274 5.8802
H10 -3.5508 -0.6722 6.4760
H11 -4.5115 -2.7609 5.5106
H12 -3.1499 -4.2070 3.9780
H13 -0.7629 -3.5062 3.4335

* spin multiplicity: 1
* total charge: +3
* HOMO level (alpha / beta): -17.71 / -17.70 eV
* gap between HOMO and LUMO (alpha / beta): 0.138 / 0.133 hartree

=====

(3)
Entry from OMol25: C16H13NO6ReS5Sb as an isolated structure (wB97M-V/def2-TZVPD).

Element x y z (Å)
Re1 -0.1169 1.8412 0.6303
C1 5.8658 -2.8464 1.9995
O1 5.1526 -1.7476 1.4027
C2 3.8728 -1.5880 1.6541
C3 3.1070 -2.4332 2.4801
C4 1.7746 -2.1722 2.6607
C5 1.1352 -1.0671 2.0622
C6 -0.2556 -0.8162 2.2178
C7 -1.2074 -1.6997 2.9392
O2 -0.7871 0.2190 1.7016
C8 1.9432 -0.2348 1.2439
O3 1.4226 0.8495 0.5834
C9 3.2683 -0.4810 1.0330
H1 6.8848 -2.7533 1.6430
H2 5.4429 -3.7952 1.6714
H3 5.8443 -2.7660 3.0857
H4 3.5587 -3.2828 2.9683
H5 1.2060 -2.8324 3.2978
H6 -0.7614 -2.5920 3.3591
H7 -1.9966 -1.9803 2.2388
H8 -1.6824 -1.1193 3.7324
H9 3.8615 0.1626 0.3987
S1 0.1597 6.6164 1.5727
Sb1 -1.4740 5.3128 0.9964
S2 0.4602 3.3518 -0.8426
S3 -0.9428 3.0983 2.2108
S4 -3.2815 4.9471 -0.1559
O4 -0.6142 2.9257 -2.1919
C10 -1.3664 1.9137 -1.9846
N1 -1.4132 1.3166 -0.7913
S5 -2.2894 -0.2244 -0.9074
O5 -1.2731 -1.2271 -0.8908
O6 -3.3647 -0.2123 0.0145
C11 -2.7934 0.1470 -2.5546
C12 -3.6273 -0.6072 -3.3442
C13 -3.8537 -0.1427 -4.6406
C14 -3.2555 1.0220 -5.1130
C15 -2.4117 1.7712 -4.3046
C16 -2.1923 1.3172 -3.0123
H10 -4.0905 -1.5150 -2.9829
H11 -4.5089 -0.7031 -5.2936
H12 -3.4537 1.3483 -6.1244
H13 -1.9465 2.6794 -4.6631

* spin multiplicity: 1
* total charge: +2
* HOMO level: -14.68 eV
* gap between HOMO and LUMO: 0.215 hartree

=====

Taking the records one at a time from the top gives relative energy (zero: lowest compared OMol25 entry of this formula, charge and spin) values of 0.4 21.7 6.3 kcal/mol.